(1)
{
  "formula": "C3H34N2O12",
  "method": "ωB97M-V/def2-TZVPD",
  "gap_ha": 0.3502,
  "lumo_energy_ev": 0.07,
  "e_above_lowest_kcal_mol": 0.0,
  "symbols": ["N", "C", "C", "C", "N", "H", "H", "H", "H", "H", "H", "H", "H", "H", "H", "H", "H", "O", "H", "H", "O", "H", "H", "O", "H", "H", "O", "H", "H", "O", "H", "H", "O", "H", "H", "O", "H", "H", "O", "H", "H", "O", "H", "H", "O", "H", "H", "O", "H", "H", "O"],
  "xyz": [[2.05981, 0.47864, 1.32543], [0.61820, 0.23274, 1.09468], [-0.24547, 1.48968, 1.20111], [0.44412, -0.44589, -0.25893], [0.95196, -1.82469, -0.22699], [2.54670, 0.49180, 0.43855], [2.21952, 1.35368, 1.79930], [0.31409, -0.45159, 1.88904], [-1.27773, 1.20121, 1.40122], [0.07714, 2.11752, 2.03221], [-0.24436, 2.10908, 0.30771], [0.93026, 0.15828, -1.02910], [-0.61941, -0.45817, -0.48686], [1.79050, -1.88067, 0.34202], [1.19720, -2.16911, -1.14716], [2.09684, 1.96576, -1.83208], [3.46575, 2.14607, -1.15008], [2.94367, 1.51581, -1.66040], [-1.52097, -1.75770, 2.29099], [-2.91405, -1.41086, 2.89713], [-2.15249, -1.00416, 2.46242], [1.49139, 3.09914, -0.19658], [1.99829, 4.25409, 0.71758], [2.18400, 3.35718, 0.42474], [2.02689, -0.88768, 2.86362], [0.97686, -0.96702, 3.97989], [1.59472, -1.52033, 3.46662], [1.94814, -0.19853, -3.98289], [0.95695, 0.92189, -3.67420], [1.04607, 0.09136, -4.17971], [-1.11819, -0.18008, 3.74473], [-0.14913, 0.98601, 3.94148], [-0.41528, 0.15635, 4.34467], [-0.04268, -2.73032, 1.23679], [0.36422, -2.54416, 2.67892], [-0.37777, -2.90580, 2.13658], [-1.79723, -1.05280, -4.42420], [-0.42774, -0.67117, -3.85074], [-1.33138, -0.97382, -3.58894], [-0.53261, 2.07960, -1.98446], [0.12866, 3.28572, -2.69183], [0.36759, 2.54033, -2.12994], [-1.90036, -2.07274, -2.27074], [-1.41914, -2.73915, -0.96177], [-2.22375, -2.48336, -1.44301], [-2.35847, 0.91315, -1.18872], [-1.84505, 0.52852, -2.62819], [-1.94330, 1.29023, -2.00856], [-2.71443, -0.41764, 0.84258], [-2.88918, -1.10531, -0.58566], [-2.99351, -0.26882, -0.08362]],
  "forces_ev_per_a": [[-0.24, -0.71, 0.12], [0.42, 0.39, -0.09], [-0.25, -0.23, 0.17], [-0.25, 0.02, 0.18], [-0.08, -0.22, 0.15], [0.14, 0.33, 0.00], [0.05, 0.20, -0.15], [-0.30, 0.05, -0.31], [-0.02, 0.05, -0.08], [0.11, 0.05, 0.05], [0.08, -0.05, -0.11], [0.09, 0.05, 0.05], [-0.04, -0.11, -0.05], [0.08, 0.07, -0.09], [-0.03, 0.08, 0.00], [0.21, -0.06, 0.03], [-0.11, 0.01, -0.02], [0.02, -0.11, -0.20], [0.08, -0.20, 0.08], [0.09, 0.09, -0.09], [-0.33, 0.03, 0.28], [-0.15, 0.24, 0.05], [-0.14, -0.01, -0.15], [0.34, 0.08, 0.10], [0.12, -0.08, -0.10], [0.01, -0.01, 0.06], [0.21, -0.10, 0.13], [-0.18, -0.01, -0.05], [0.02, -0.17, -0.12], [0.28, 0.46, 0.34], [0.15, 0.06, 0.17], [0.01, 0.19, 0.05], [-0.30, -0.08, -0.08], [-0.02, -0.15, -0.17], [-0.10, -0.15, 0.08], [0.19, 0.15, -0.04], [-0.24, -0.10, -0.12], [-0.03, -0.21, 0.22], [0.21, 0.18, -0.31], [0.52, 0.06, -0.02], [0.18, 0.10, 0.02], [-0.74, -0.24, -0.10], [0.01, -0.15, 0.26], [-0.26, 0.05, -0.15], [0.37, -0.18, -0.11], [0.15, -0.05, -0.34], [-0.15, 0.45, 0.55], [0.04, -0.25, -0.20], [-0.10, -0.25, -0.38], [0.08, 0.03, 0.45], [-0.24, 0.38, 0.04]]
}


(2)
{
  "formula": "C25H49O11Rb",
  "method": "ωB97M-V/def2-TZVPD",
  "gap_ha": 0.3154,
  "lumo_energy_ev": -0.08,
  "e_above_lowest_kcal_mol": 652.3,
  "symbols": ["Rb", "O", "C", "O", "O", "H", "C", "C", "O", "C", "H", "H", "H", "H", "H", "H", "C", "C", "O", "C", "H", "H", "H", "H", "H", "H", "C", "C", "O", "C", "H", "H", "H", "H", "H", "H", "C", "C", "O", "C", "H", "H", "H", "H", "H", "H", "C", "C", "O", "C", "H", "H", "H", "H", "H", "H", "C", "C", "O", "C", "H", "H", "H", "H", "H", "H", "C", "C", "O", "C", "H", "H", "H", "H", "H", "H", "C", "C", "O", "C", "H", "H", "H", "H", "H", "H"],
  "xyz": [[1.22205, 2.57207, -1.82414], [-0.18047, -0.26796, -0.09994], [1.05607, 0.16834, 0.03429], [1.87625, -0.62390, 0.48778], [1.35061, 1.29384, -0.30902], [0.10530, -1.08498, 0.31528], [-2.38896, 1.63252, 3.66935], [-1.62234, 0.53627, 3.16944], [-1.11013, -0.31728, 3.84876], [-1.36475, 0.48947, 1.66911], [-1.95377, 2.62477, 3.55030], [-2.58696, 1.61093, 4.74099], [-3.31127, 1.74338, 3.09912], [-2.29826, 0.83080, 1.22172], [-1.15254, -0.48841, 1.23688], [-0.62318, 1.23095, 1.37183], [1.55133, -3.22595, 0.34891], [0.17354, -3.23937, -0.26309], [-0.76720, -3.64121, 0.39229], [0.13457, -2.88650, -1.76115], [1.49782, -3.52083, 1.39690], [1.98127, -2.22540, 0.30267], [2.24700, -3.87249, -0.18600], [0.87522, -3.47240, -2.30545], [0.54356, -1.87617, -1.76859], [-0.84876, -2.86611, -2.23098], [-3.01345, 3.06312, -1.89527], [-1.74422, 2.47576, -1.27657], [-0.63538, 3.02524, -1.42920], [-1.90680, 1.16083, -0.45730], [-3.81237, 3.11420, -1.15553], [-3.31861, 2.39845, -2.70347], [-2.86182, 4.05349, -2.32453], [-2.83970, 1.22036, 0.10328], [-1.00312, 1.01040, 0.13332], [-1.83408, 0.32990, -1.15899], [4.29948, -2.89722, -2.19562], [2.98130, -2.22315, -2.59253], [2.20889, -2.66817, -3.47706], [2.72214, -0.90391, -1.91817], [5.13578, -2.20040, -2.25170], [4.45476, -3.71082, -2.90417], [4.21005, -3.27697, -1.17783], [3.62110, -0.47730, -1.47323], [2.06488, -1.02404, -1.05696], [2.33162, -0.27506, -2.71825], [-0.43173, -0.00733, -2.28349], [0.70180, 0.18390, -3.24464], [1.33906, 1.21515, -3.35707], [0.92324, -0.92708, -4.25876], [-1.38903, 0.10927, -2.79150], [-0.40799, 0.74569, -1.49576], [-0.46635, -0.97890, -1.79057], [0.11340, -0.90555, -4.98801], [1.10206, -1.89189, -3.78415], [1.81060, -0.83736, -4.88536], [-1.95410, -1.32144, -0.22966], [-3.26164, -1.16620, 0.55835], [-3.38993, -1.75220, 1.66335], [-4.42702, -0.34292, -0.01127], [-1.38651, -0.39281, -0.16984], [-1.99488, -1.51337, -1.30186], [-1.37526, -2.07957, 0.29786], [-5.09716, -1.02550, -0.53387], [-4.08598, 0.44209, -0.68622], [-5.09821, 0.08765, 0.73184], [2.43343, 5.07968, 0.69371], [1.09957, 4.53872, 0.18877], [0.53862, 5.01793, -0.79006], [0.53190, 3.32114, 0.87059], [3.22658, 4.35061, 0.85946], [2.14840, 5.57384, 1.62251], [2.75154, 5.89091, 0.03887], [1.12838, 2.42512, 0.69897], [-0.44267, 3.12267, 0.42458], [0.38366, 3.47177, 1.93991], [0.65384, -1.13994, 2.70950], [1.54842, -1.54064, 3.90995], [2.71375, -1.88920, 3.80014], [0.88141, -1.50591, 5.29139], [1.21191, -1.56307, 1.87427], [0.43410, -0.07595, 2.62151], [-0.32584, -1.60390, 2.82381], [-0.17155, -1.78736, 5.27923], [1.08704, -0.48182, 5.60294], [1.47695, -2.16524, 5.92283]],
  "forces_ev_per_a": [[10.49, 9.61, -4.52], [11.14, -2.43, 1.53], [4.39, 1.38, 1.54], [0.54, 0.76, 0.76], [0.04, -4.86, 4.46], [-0.99, -1.52, 0.57], [-1.73, 2.37, 1.22], [2.14, -1.87, -1.32], [-2.69, 1.33, 2.70], [-2.24, 0.44, 4.98], [0.68, -0.06, -0.46], [-0.17, -0.54, -0.08], [-0.30, -0.25, 0.15], [0.77, -0.53, 2.44], [-0.81, 1.22, 2.99], [0.07, 0.05, 1.63], [0.27, -0.52, -0.01], [0.94, -2.63, -0.61], [0.54, -0.55, -0.30], [0.14, -0.24, 1.55], [-0.01, -0.17, -0.18], [0.00, -0.93, 0.05], [-0.25, -0.36, -0.16], [-0.66, -0.32, 0.33], [0.38, -1.12, -0.30], [0.14, -0.42, 0.14], [0.66, -0.16, -0.04], [-0.02, 0.62, -0.16], [-12.72, 0.27, 1.34], [-1.19, 6.03, -4.29], [-0.03, -0.15, 0.01], [-0.24, -0.13, -0.02], [0.24, -0.07, 0.14], [0.41, 0.51, -1.33], [-2.04, 2.41, -1.98], [-2.33, 2.01, -0.02], [-0.98, -0.33, -1.05], [0.30, -0.11, -1.15], [5.33, -2.36, 3.17], [0.79, -1.01, -1.49], [-0.15, 0.09, 0.09], [0.19, -0.15, 0.24], [0.08, 0.04, 0.03], [0.05, -0.07, -0.17], [0.45, -0.27, -1.11], [1.11, -0.30, 1.06], [0.48, 1.21, -1.94], [-0.83, -1.00, -3.56], [-0.37, -4.20, -5.30], [-1.52, 1.69, -0.66], [0.19, 0.05, -0.85], [0.67, -0.23, -2.39], [-0.12, 1.46, -1.71], [-0.55, -0.02, 0.24], [-1.75, 0.84, -0.52], [0.19, 0.70, 0.29], [-4.99, -2.41, 1.05], [-0.57, -2.37, 1.50], [0.31, 1.86, -2.74], [-0.13, -0.32, 0.01], [-4.27, -3.00, -0.18], [-1.00, -0.51, 0.33], [-1.36, 0.62, -0.36], [0.22, -0.20, -0.35], [-0.54, -0.49, -0.20], [0.42, 0.05, 0.43], [-0.92, 0.71, -0.23], [0.07, 0.02, -0.63], [0.88, 0.76, 1.43], [-0.97, 1.40, 1.29], [-0.26, -0.09, 0.07], [0.37, -0.14, 0.42], [0.14, -0.23, -0.15], [0.14, 1.08, 0.83], [0.49, 0.27, 0.79], [0.32, 0.21, 0.20], [1.98, -2.32, 0.05], [-0.65, -0.07, 0.22], [-1.04, 0.38, -0.27], [1.21, -0.48, -0.59], [-0.50, 0.55, 0.76], [1.26, -0.52, -0.04], [0.74, -0.49, -0.26], [0.27, 0.38, 0.08], [-0.60, 0.13, 0.38], [-0.11, 0.02, 0.14]]
}


(3)
{
  "formula": "C4H6N4",
  "method": "ωB97M-V/def2-TZVPD",
  "smiles": "[H]/N=C/[C@@H](N)/C(C#N)=N\\[H]",
  "gap_ha": 0.3695,
  "lumo_energy_ev": 0.27,
  "e_above_lowest_kcal_mol": 59.1,
  "symbols": ["H", "N", "C", "C", "N", "C", "C", "N", "N", "H", "H", "H", "H", "H"],
  "xyz": [[0.98698, -1.36141, 2.72018], [0.63816, -1.29806, 1.76796], [-0.09833, -0.35941, 1.44856], [-0.57945, -0.31405, -0.29145], [-0.26847, 1.03590, -0.65675], [0.02447, -1.40333, -1.12207], [-0.47791, -2.71488, -0.86778], [-0.97466, -3.73403, -0.71893], [0.80989, -1.24272, -2.09924], [1.08092, -0.27594, -2.27950], [-0.47294, 0.50871, 1.97429], [-1.66181, -0.44729, -0.21696], [0.73683, 1.18114, -0.69412], [-0.68969, 1.31338, -1.53699]],
  "forces_ev_per_a": [[-0.21, 0.36, 0.18], [0.58, -0.77, 0.20], [-0.74, -0.44, -4.09], [0.34, 0.80, 3.85], [0.08, 0.08, -0.29], [0.29, 1.11, -0.24], [-0.04, -0.52, 0.01], [-0.20, -0.45, 0.18], [0.30, -0.53, -0.20], [-0.24, 0.04, 0.34], [-0.11, 0.19, 0.28], [0.03, -0.02, -0.22], [-0.20, 0.12, -0.05], [0.12, 0.03, 0.06]]
}